# 1
Density functional theory data (the ωB97M-V functional and the def2-TZVPD basis) for a cluster of 2 separate species, C12H16F9NO2 in total in a non-equilibrium geometry.

Geometry (Å):
1 C -0.71 -2.59 1.54
2 C 2.73 2.04 -0.70
3 F 4.03 1.46 -0.98
4 F -0.81 -6.05 1.24
5 H -0.13 3.48 1.44
6 C -0.58 -4.50 3.09
7 H 2.37 1.49 0.24
8 F 0.29 -6.76 2.96
9 H 2.37 2.01 -2.88
10 H -1.38 -5.05 3.62
11 H -1.47 -1.83 1.33
12 N 0.69 4.47 -0.38
13 H 0.08 -2.07 2.10
14 C 1.76 1.79 -1.93
15 H -0.03 -2.28 -0.49
16 H -0.07 2.35 -2.93
17 C -0.64 2.66 -0.85
18 H 2.87 3.13 -0.40
19 H -0.20 4.72 -2.46
20 C -1.26 1.29 -0.37
21 O -1.38 -3.57 2.31
22 F -3.60 0.61 -0.06
23 F -3.16 1.79 -1.96
24 O 0.30 -3.88 3.84
25 H 1.69 4.69 -2.36
26 H 0.74 -3.64 0.32
27 F -2.54 -0.36 -1.77
28 H -1.43 3.40 -1.25
29 C 0.47 2.72 -1.99
30 F 1.21 -5.34 1.61
31 F -1.56 1.45 1.02
32 C 0.05 -5.65 2.22
33 H -0.93 -3.80 -0.25
34 C -0.21 -3.11 0.20
35 C -2.63 0.86 -1.06
36 C 0.71 4.33 -1.89
37 H 1.53 0.67 -1.98
38 C -0.01 3.57 0.32
39 H 1.23 5.26 -0.01
40 F -0.39 0.19 -0.44

Kohn-Sham gap, eV: 1.7
DFT total energy, eV: -42739.092



# 2
Density functional theory data (the ωB97M-V functional and the def2-TZVPD basis) for a cluster of 2 separate species, C12H16N2 in total in a non-equilibrium geometry.

Geometry (Å):
1 H -2.25 2.57 4.39
2 H -2.30 -2.46 -1.74
3 H 3.68 -1.40 -2.79
4 H 1.01 -1.20 2.20
5 H -1.40 -0.32 -1.77
6 H 0.70 -0.63 0.03
7 C 1.62 -1.81 -2.53
8 H -1.19 -3.39 -2.51
9 N 2.86 -1.16 -2.36
10 H 0.22 0.26 4.19
11 H -0.79 3.12 4.45
12 C -0.93 1.67 2.81
13 C 2.62 0.21 -2.25
14 H -1.19 -0.76 -3.39
15 H -1.85 3.57 3.17
16 C -1.43 2.74 3.73
17 H -0.69 1.49 -0.59
18 H -1.76 2.66 1.09
19 C -0.47 1.21 0.45
20 C -0.79 -1.06 -2.26
21 N 1.36 0.38 -2.16
22 C 0.40 -0.26 2.20
23 C -1.08 1.89 1.41
24 H 3.37 1.04 -2.02
25 H -0.89 -2.71 -0.90
26 C 0.67 -0.84 -2.30
27 C -1.28 -2.46 -1.88
28 H 1.68 -2.86 -2.63
29 C -0.11 0.51 3.20
30 C 0.21 0.02 0.79

Kohn-Sham gap, eV: 9.3
DFT total energy, eV: -15681.569
SMILES: CCc1c[nH]cn1.Cc1ccccc1



# 3
Density functional theory data (the ωB97M-V functional and the def2-TZVPD basis) for a cluster of 5 separate species, C12H16N2O in total in a non-equilibrium geometry.

Geometry (Å):
1 C -0.98 -1.43 0.29
2 C -4.99 -0.67 -0.13
3 C 1.56 1.62 -0.36
4 H -4.29 -2.20 -0.15
5 H 1.15 -1.32 1.77
6 C 3.26 -1.43 -0.32
7 H -0.66 2.48 -0.76
8 C 3.43 0.14 -0.23
9 C -1.91 1.01 0.24
10 C -2.74 -0.07 0.07
11 H -5.83 -0.39 -1.34
12 H 1.13 -2.01 -1.04
13 H -2.62 1.92 0.12
14 H 3.71 -2.12 0.44
15 H 2.34 2.41 -0.44
16 H 3.11 0.73 -1.34
17 H -5.58 -0.32 1.27
18 H 0.44 3.58 0.59
19 H -0.59 -2.47 -0.05
20 C -0.15 -0.28 0.64
21 C 2.11 0.49 0.51
22 H 2.21 0.59 1.72
23 H 1.52 1.09 -1.42
24 C 1.18 -0.80 0.72
25 N -2.36 -1.44 0.11
26 O -4.01 0.40 -0.35
27 C -0.59 1.04 0.55
28 C 0.18 2.19 0.10
29 N 1.88 -1.71 -0.15
30 H 4.49 0.80 0.14
31 H 3.62 -1.86 -1.21

Kohn-Sham gap, eV: 8.5
DFT total energy, eV: -17716.783



# 4
Density functional theory data (the ωB97M-V functional and the def2-TZVPD basis) for a cluster of 2 separate species, C12H16N2O in total in a non-equilibrium geometry.

Geometry (Å):
1 H 4.39 -1.24 -0.13
2 C -1.44 -0.15 -2.84
3 C 3.18 0.17 0.45
4 N -1.12 -1.92 -1.50
5 C 1.15 1.28 1.94
6 H -4.08 -1.02 0.93
7 H -0.02 3.00 2.63
8 C 1.65 0.06 2.31
9 H -2.11 0.19 0.16
10 C -2.75 -0.21 -0.63
11 H 3.28 1.99 -0.64
12 C 2.66 -0.51 1.54
13 H -4.34 -1.69 -0.72
14 H -2.96 -2.12 0.31
15 C -0.02 1.92 2.69
16 N -0.45 -0.95 -3.36
17 C 1.71 2.02 0.89
18 H 0.09 1.60 3.73
19 H 1.40 3.03 0.66
20 C -0.31 -2.00 -2.52
21 H -1.65 0.87 -3.13
22 H -0.98 1.60 2.29
23 H 1.25 -0.49 3.16
24 C 2.75 1.47 0.16
25 H -0.02 -0.75 -4.24
26 C -1.84 -0.76 -1.68
27 C -3.61 -1.31 -0.01
28 O 4.07 -0.39 -0.42
29 H -3.38 0.55 -1.09
30 H 3.10 -1.47 1.77
31 H 0.39 -2.79 -2.73

Kohn-Sham gap, eV: 9.1
DFT total energy, eV: -17731.114
SMILES: CCc1c[nH]cn1.Cc1ccc(O)cc1



# 5
Density functional theory data (the ωB97M-V functional and the def2-TZVPD basis) for a cluster of 2 separate species, C12H16N2O in total in a non-equilibrium geometry.

Geometry (Å):
1 N -2.29 0.43 -3.14
2 H -1.02 -1.66 -4.12
3 C 0.84 -1.42 -1.23
4 H 2.06 0.98 1.54
5 H -2.86 0.39 -3.95
6 H 3.75 0.90 1.98
7 C -1.07 -0.15 -2.81
8 C 2.71 -0.87 2.51
9 H -2.68 2.86 -0.06
10 H 1.30 -1.98 3.82
11 N 2.85 0.43 2.00
12 C -0.55 -1.29 -3.30
13 C -2.54 1.47 -2.26
14 H 0.53 0.45 3.86
15 C 1.33 -1.36 2.72
16 H -0.16 0.35 2.12
17 H -0.74 -0.56 3.42
18 H -1.84 1.80 1.01
19 H 1.72 -1.79 -0.82
20 H 0.81 0.22 -0.02
21 O 3.67 -1.45 2.89
22 C 0.38 -1.98 -2.49
23 C -1.78 2.34 -0.01
24 H -0.97 3.09 0.09
25 H 0.81 -2.83 -2.78
26 C -1.64 1.42 -1.21
27 H 1.02 -1.93 1.84
28 C -0.80 0.47 -1.46
29 H -3.50 2.06 -2.44
30 C 0.36 -0.17 -0.78
31 C 0.28 -0.21 3.07

Kohn-Sham gap, eV: 8.4
DFT total energy, eV: -17728.896
SMILES: Cc1c[nH]c2ccccc12.CCC(N)=O



# 6
Density functional theory data (the ωB97M-V functional and the def2-TZVPD basis) for a cluster of 2 separate species, C12H16N2O in total in a non-equilibrium geometry.

Geometry (Å):
1 C -2.09 -0.29 -3.54
2 H -2.22 0.12 -4.52
3 C 1.92 0.52 1.18
4 N -2.29 -1.70 -3.32
5 C 3.70 1.76 2.40
6 C 0.86 -0.38 1.16
7 C 0.41 -0.89 2.34
8 C -1.68 0.27 -2.38
9 H -0.43 1.67 -1.39
10 C 1.00 -0.68 3.57
11 H 0.44 -0.64 0.18
12 O -0.65 -1.78 2.22
13 H -1.98 2.32 -1.61
14 C -1.28 1.61 -2.10
15 C 2.55 0.81 2.42
16 H 2.79 0.40 4.42
17 C -0.78 2.31 -3.39
18 N -1.68 -0.76 -1.42
19 H 4.13 1.91 3.39
20 C -2.10 -1.87 -1.95
21 H 0.11 1.94 -3.88
22 H -3.01 -2.21 -3.80
23 H -0.55 3.36 -3.11
24 H 2.23 1.08 0.27
25 H 3.37 2.79 2.19
26 H -2.09 -2.86 -1.51
27 H -1.58 2.49 -4.08
28 H -1.01 -2.05 3.06
29 H 4.42 1.49 1.62
30 H 0.50 -0.81 4.52
31 C 2.11 0.19 3.59

Kohn-Sham gap, eV: 9.0
DFT total energy, eV: -17730.292
SMILES: CCc1c[nH]cn1.Cc1ccc(O)cc1



# 7
Density functional theory data (the ωB97M-V functional and the def2-TZVPD basis) for a cluster of 4 separate species, C12H16O3 in total in a non-equilibrium geometry.

Geometry (Å):
1 C 2.20 0.58 0.67
2 C -1.91 1.59 -0.20
3 H -0.48 3.41 -0.17
4 H -4.30 0.42 1.29
5 H -4.84 0.53 -0.56
6 C 0.06 0.30 -0.12
7 H 1.78 1.64 1.09
8 H 5.39 -2.22 -1.47
9 C -0.58 1.51 -0.20
10 C 5.33 -1.34 -0.16
11 H -4.60 -1.98 1.15
12 H 4.26 0.59 1.22
13 O 1.32 0.18 -0.39
14 C -2.57 0.34 0.01
15 C -1.98 -0.83 0.07
16 C -4.17 -1.47 0.15
17 H -4.94 -1.66 -0.68
18 C -0.63 -1.00 -0.14
19 H 2.04 -0.08 1.61
20 H -2.37 2.64 -0.37
21 C 3.63 0.41 0.37
22 H 6.21 0.19 -0.30
23 H -0.08 -1.86 -0.32
24 O 0.23 2.64 -0.15
25 C 3.91 -1.01 -0.15
26 H 3.42 -1.01 -1.24
27 H 5.91 -2.15 1.08
28 O -2.83 -1.92 -0.10
29 C -4.03 0.12 0.16
30 H 3.46 -1.88 0.48
31 H 3.88 1.01 -0.38

Kohn-Sham gap, eV: 8.3
DFT total energy, eV: -18835.649